{"formula": "C20H40N5O6PdS2Si", "method": "ωB97M-V/def2-TZVPD", "symbols": ["H", "H", "C", "N", "H", "H", "H", "C", "C", "H", "N", "S", "H", "H", "S", "O", "H", "C", "H", "C", "H", "C", "H", "O", "H", "H", "H", "H", "H", "H", "C", "H", "H", "C", "H", "H", "H", "C", "H", "C", "H", "Si", "O", "H", "C", "N", "H", "N", "H", "H", "C", "N", "C", "H", "H", "H", "O", "H", "H", "Pd", "H", "H", "C", "C", "O", "C", "H", "C", "H", "C", "H", "C", "O", "H", "C"], "xyz": [[1.066, -1.651, -4.254], [-1.462, 10.423, 1.379], [-3.129, 12.039, 3.907], [-2.133, -1.223, -3.081], [0.375, 0.341, -0.190], [5.706, -5.020, -2.591], [-1.345, -3.924, 1.123], [3.865, -4.886, -1.502], [4.916, -4.290, -2.416], [0.148, -4.828, 2.988], [0.378, -1.008, -3.865], [-0.011, -4.072, -2.356], [2.735, -5.801, -3.104], [-2.868, 14.093, 4.423], [-3.396, 9.447, 3.210], [-3.198, -2.040, -1.390], [3.890, -6.874, -2.316], [-1.628, 13.520, 2.761], [0.830, -0.109, -3.701], [4.429, -5.222, -0.134], [5.204, -5.981, -0.236], [0.051, -6.981, 0.277], [4.484, -4.020, -3.380], [2.859, -3.808, -1.318], [2.390, -6.476, -1.488], [-0.068, -6.859, -0.803], [-5.507, 9.928, 2.284], [-1.194, 14.506, 2.656], [1.640, 0.779, 0.944], [3.655, -5.614, 0.527], [1.350, -1.340, 0.761], [5.363, -3.405, -1.964], [-0.703, -1.263, 1.442], [3.170, -6.075, -2.140], [-2.174, -5.481, 1.108], [1.007, -7.466, 0.475], [-3.844, 11.847, 4.697], [-5.180, 9.558, 3.256], [1.157, -6.254, 2.684], [-1.334, -4.925, 0.692], [3.032, -1.133, 2.065], [1.413, -3.812, -0.659], [1.094, -4.829, 0.505], [2.097, 0.132, -0.633], [-1.224, 12.499, 1.903], [-0.684, -0.856, -4.781], [-2.734, -0.779, -6.266], [-2.935, -0.904, -5.286], [-0.586, -6.433, 2.913], [-1.512, -4.857, -0.390], [-1.761, 11.233, 2.029], [-3.340, -1.625, -2.519], [1.368, 0.057, 0.175], [4.879, -4.340, 0.323], [-0.488, 12.695, 1.136], [3.463, -1.695, 0.444], [-4.370, -1.522, -3.132], [-5.462, 10.234, 4.060], [0.287, -2.517, 2.222], [-0.496, -1.741, -1.913], [2.704, -2.799, 1.618], [-0.743, -7.640, 0.628], [-1.980, -1.002, -4.389], [0.188, -5.796, 2.487], [-2.931, 8.471, 2.233], [-2.733, 11.036, 3.013], [-0.460, -0.541, -5.714], [0.290, -1.500, 1.830], [0.499, -0.821, 2.657], [-0.032, -5.648, 0.993], [-5.539, 8.549, 3.450], [2.722, -1.774, 1.239], [0.954, -2.233, -0.384], [-3.898, -0.986, -4.982], [-2.574, 13.293, 3.758]], "mulliken_spin": [-0.01, 0.00, 0.06, 0.11, 0.00, 0.00, -0.01, 0.00, 0.00, 0.00, 0.14, 1.29, 0.00, 0.00, 0.36, 0.02, 0.00, 0.08, -0.01, 0.00, 0.00, 0.00, 0.00, 0.06, 0.00, 0.00, 0.01, 0.00, 0.00, 0.00, 0.01, 0.00, 0.00, 0.01, 0.00, 0.00, 0.00, 0.07, 0.00, 0.02, 0.00, -0.03, 0.02, 0.00, -0.01, 0.00, 0.00, 0.00, 0.00, 0.00, 0.04, 0.00, 0.01, 0.00, 0.00, 0.00, 0.01, 0.00, 0.00, 1.38, 0.00, 0.00, 0.01, 0.00, 0.34, 0.07, 0.00, 0.00, 0.00, 0.02, 0.00, 0.01, -0.08, 0.00, -0.03], "multiplicity": 5, "s_squared": 6.02, "total_charge": 3, "homo_ev": [-16.007, -16.216], "homo_lumo_gap_ev": [8.87, 5.75], "e_above_lowest_kj_mol": 0.00, "e_tot_ha": -2724.09984}



{"formula": "C20H40NOP3SY", "method": "ωB97M-V/def2-TZVPD", "symbols": ["H", "H", "C", "C", "C", "C", "H", "H", "H", "C", "H", "H", "H", "H", "P", "H", "H", "H", "H", "C", "H", "C", "C", "H", "H", "H", "C", "C", "Y", "H", "H", "H", "H", "H", "C", "H", "H", "H", "P", "C", "C", "H", "H", "S", "C", "N", "H", "O", "C", "H", "C", "H", "C", "H", "C", "H", "H", "P", "H", "H", "H", "H", "C", "H", "H", "H", "C"], "xyz": [[1.080, 1.285, -1.832], [1.917, -0.977, 3.388], [-1.568, -0.579, -4.757], [-0.052, 0.584, -3.342], [-3.163, -1.853, 0.162], [0.765, -0.196, -5.419], [-0.687, -1.271, -6.600], [1.824, 3.007, -1.448], [-2.997, 3.083, -1.192], [3.436, 0.061, -1.542], [-2.561, -1.007, -4.934], [4.037, -2.227, 0.239], [1.137, 4.668, 2.734], [3.875, 0.355, 2.218], [-1.345, -2.162, 0.079], [0.756, -1.412, 4.673], [-4.276, 1.793, -1.566], [-3.726, -2.567, -0.445], [3.319, 1.105, -1.867], [-0.504, -0.740, -5.663], [-2.088, 0.365, -2.824], [3.022, -1.924, 0.527], [0.108, 1.385, 4.071], [2.298, -2.548, -0.015], [2.875, -2.114, 1.598], [-1.339, -3.253, 2.300], [-1.163, -3.094, -1.486], [1.101, 4.166, 1.781], [0.133, 0.343, 0.131], [-0.936, 3.336, 1.686], [4.510, -0.175, -1.567], [-1.422, -4.441, 0.972], [-3.537, 2.954, 1.254], [-1.779, -4.010, -1.465], [-1.332, 0.150, -3.590], [1.055, 1.856, 3.781], [4.881, 0.805, 0.813], [0.190, 1.030, 5.106], [-0.260, 0.000, 2.941], [-4.061, 2.331, 0.519], [1.560, 3.121, -0.397], [-1.985, -0.596, 4.587], [-2.629, 0.338, 3.212], [2.385, 4.256, 0.608], [0.077, 3.372, 1.303], [0.408, 2.639, 0.164], [3.497, 1.819, 1.289], [0.216, 0.808, -1.974], [3.859, 0.784, 1.211], [2.893, -0.560, -2.260], [-3.802, 2.430, -0.802], [0.107, -3.627, 1.348], [1.003, 0.514, -4.238], [0.706, -2.259, 3.096], [-0.980, -3.491, 1.293], [-3.367, -0.843, -0.220], [-1.467, -2.480, -2.344], [2.753, -0.162, 0.139], [1.601, -0.333, -6.112], [-0.106, -3.372, -1.623], [-0.693, 2.131, 4.013], [1.964, 0.963, -3.941], [-1.944, -0.475, 3.494], [-3.526, -1.895, 1.195], [-4.652, 1.502, 0.931], [-2.286, -1.403, 3.021], [0.882, -1.293, 3.587]], "lowdin_charge": [0.04, 0.03, -0.03, -0.28, -0.24, -0.02, 0.13, 0.10, 0.05, -0.24, 0.13, 0.08, 0.10, 0.06, 0.73, 0.08, 0.06, 0.07, 0.04, -0.03, 0.12, -0.23, -0.26, 0.04, 0.04, 0.04, -0.26, -0.29, 1.19, 0.12, 0.09, 0.07, 0.04, 0.08, -0.04, 0.04, 0.08, 0.07, 0.72, -0.07, -0.44, 0.08, 0.05, 1.14, -0.21, -0.19, 0.00, -0.20, -0.22, 0.05, -0.08, 0.04, -0.01, 0.02, -0.25, 0.02, 0.03, 0.73, 0.13, 0.05, 0.05, 0.12, -0.24, 0.05, 0.06, 0.01, -0.25], "multiplicity": 1, "total_charge": 3, "homo_ev": -17.145, "homo_lumo_gap_ev": 7.42, "e_above_lowest_kj_mol": 0.00, "e_tot_ha": -2375.71083}



{"formula": "C20H40O5", "method": "ωB97M-V/def2-TZVPD", "symbols": ["H", "C", "H", "H", "C", "H", "H", "H", "H", "H", "H", "C", "H", "H", "C", "C", "C", "C", "H", "O", "H", "C", "H", "H", "O", "C", "C", "H", "H", "H", "H", "H", "H", "C", "H", "C", "H", "O", "O", "C", "H", "C", "H", "C", "H", "C", "C", "H", "H", "H", "H", "H", "H", "C", "H", "H", "H", "C", "H", "H", "C", "O", "H", "H", "H"], "xyz": [[1.437, 1.176, -7.356], [-1.545, -3.770, 1.990], [-2.560, -3.569, 2.330], [-3.788, 1.886, 0.393], [-4.477, 2.152, -0.409], [-1.583, -1.659, 1.419], [-0.290, -0.638, -6.767], [-3.075, 3.431, -1.584], [0.139, 1.800, -6.236], [3.707, 0.764, 2.931], [2.599, -0.934, 4.470], [-0.810, 2.545, 0.817], [0.025, -2.309, 1.772], [-0.186, 0.016, 2.450], [3.988, 0.692, 3.981], [-0.747, -2.895, -0.117], [-1.657, -4.751, 0.819], [-0.229, 1.435, 0.076], [-2.337, 1.047, -1.619], [0.807, 0.932, 0.937], [-0.924, 0.609, -0.075], [3.537, -0.499, 4.816], [-0.172, 3.408, 0.628], [2.394, 2.285, -5.001], [-4.321, 0.350, -1.824], [4.673, -1.554, 4.833], [-0.953, -2.546, 1.355], [3.680, 1.644, 4.412], [5.069, -1.817, 5.814], [-0.912, -5.538, 0.935], [-2.937, 1.138, -3.222], [3.546, -0.183, 5.859], [5.775, -1.295, 2.960], [5.686, -0.912, 3.976], [2.009, 0.186, -3.507], [-5.147, 0.860, -0.779], [-5.195, 0.190, 0.079], [5.368, 0.463, 3.912], [0.297, -0.178, -4.751], [-3.245, 1.257, -2.184], [-1.855, 2.706, 0.550], [1.039, 1.194, -6.341], [-0.898, -2.098, -0.846], [0.529, -0.230, -6.175], [-1.063, -4.152, 2.889], [-0.661, 2.133, 2.284], [-3.792, 2.619, -1.711], [-2.640, -5.221, 0.782], [-1.617, 1.740, 2.629], [0.630, 1.310, -3.378], [-6.163, 1.163, -1.034], [0.269, -3.196, -0.373], [-0.371, 3.001, 2.877], [1.991, 1.293, -5.208], [-4.533, 3.067, -2.374], [2.903, 0.721, -5.384], [1.235, 0.925, 2.915], [1.220, 0.696, -4.059], [4.342, -2.515, 4.437], [0.129, 1.675, -0.925], [0.383, 0.920, 2.235], [-1.535, -4.017, -0.416], [6.648, -0.927, 4.489], [-5.206, 2.879, -0.049], [1.371, -0.901, -6.346]], "lowdin_charge": [0.12, -0.17, 0.10, 0.09, -0.19, 0.10, 0.12, 0.10, 0.12, 0.11, 0.10, -0.18, 0.11, 0.09, -0.22, -0.22, -0.19, -0.22, 0.08, -0.13, 0.10, -0.14, 0.12, 0.12, -0.13, -0.17, -0.17, 0.12, 0.11, 0.11, 0.12, 0.11, 0.12, -0.23, 0.11, -0.22, 0.12, -0.15, -0.16, -0.16, 0.09, -0.19, 0.12, -0.19, 0.11, -0.11, -0.15, 0.12, 0.10, 0.11, 0.11, 0.11, 0.10, -0.20, 0.11, 0.12, 0.10, -0.18, 0.11, 0.12, -0.20, -0.13, 0.12, 0.11, 0.11], "multiplicity": 1, "total_charge": 0, "homo_ev": -9.357, "homo_lumo_gap_ev": 10.04, "e_above_lowest_kj_mol": 508.85, "e_tot_ha": -1162.07432}



{"formula": "C20H41AsN3O2Si3Zr", "method": "ωB97M-V/def2-TZVPD", "symbols": ["Zr", "H", "H", "H", "H", "H", "N", "H", "C", "H", "H", "C", "C", "C", "H", "H", "H", "H", "C", "C", "H", "C", "H", "C", "C", "H", "H", "As", "C", "C", "H", "H", "H", "C", "H", "H", "C", "H", "Si", "N", "O", "H", "H", "C", "H", "H", "Si", "H", "H", "C", "H", "H", "H", "O", "H", "H", "H", "C", "H", "C", "H", "N", "Si", "H", "H", "H", "H", "H", "C", "C", "C"], "xyz": [[0.983, -0.804, -0.711], [-0.986, -3.819, 2.557], [-4.797, -2.288, -0.508], [-3.348, -3.749, 0.374], [-1.536, 1.909, -2.780], [-2.695, -2.406, -3.378], [2.885, -0.718, 1.469], [-3.241, 0.471, 2.335], [-0.889, -2.792, 2.192], [0.288, 4.493, 0.548], [-4.829, -1.219, -1.924], [1.552, 2.525, -0.823], [3.334, -0.649, 2.853], [0.597, 4.738, -0.468], [-0.225, 4.552, -1.158], [2.513, 5.358, -2.362], [0.138, 1.551, -3.205], [2.745, 3.983, 1.127], [0.544, -3.471, -0.417], [2.792, -0.515, 5.157], [-6.052, -1.069, -0.671], [-4.988, -1.273, -0.849], [-3.270, 2.302, -0.170], [-2.432, -3.980, -0.172], [0.544, -1.446, -3.207], [1.457, 4.108, -3.027], [-3.395, -0.795, -3.633], [-1.567, -0.533, -0.352], [3.022, 4.227, 0.102], [5.093, -0.658, 4.433], [3.917, 3.671, -0.176], [0.722, -1.211, -4.260], [-3.908, 1.679, -1.712], [1.865, 3.969, -0.877], [5.429, -0.772, 2.316], [3.153, 3.735, -2.635], [2.365, -0.552, 3.838], [-1.141, 1.271, -4.378], [-1.138, -0.548, -2.799], [3.667, -0.869, 0.510], [1.563, -0.690, 1.219], [1.506, -2.926, -0.375], [6.146, -0.696, 4.674], [4.147, -0.571, 5.451], [-3.899, -1.179, 2.229], [-1.657, -2.194, 2.686], [-1.092, -2.848, 0.365], [-2.202, -1.426, -4.770], [1.316, -0.492, 3.594], [-2.484, -1.390, -3.714], [0.405, -3.818, -1.440], [2.063, -0.441, 5.952], [0.833, 5.802, -0.503], [2.991, -0.994, -0.617], [-2.130, -4.995, 0.106], [4.471, -0.544, 6.483], [3.253, 5.291, 0.055], [-4.023, -0.148, 1.894], [0.495, -2.532, -3.124], [-0.891, 1.210, -3.313], [0.083, -2.409, 2.502], [1.341, 1.394, -0.765], [-4.041, -0.014, 0.070], [-5.005, 2.158, -0.424], [1.528, -1.126, -2.792], [-4.981, 0.205, 2.293], [-2.645, -3.969, -1.241], [0.810, -4.343, 0.190], [-4.040, 1.680, -0.628], [2.272, 4.296, -2.326], [4.698, -0.699, 3.108]], "lowdin_charge": [1.36, 0.07, 0.03, 0.04, 0.04, 0.05, -0.12, 0.05, -0.18, 0.10, 0.03, -0.03, -0.16, -0.01, 0.09, 0.11, 0.02, 0.10, -0.21, -0.03, 0.07, -0.17, 0.04, -0.18, -0.21, 0.09, 0.04, 0.80, -0.01, -0.02, 0.10, 0.09, 0.04, -0.57, 0.13, 0.10, -0.01, 0.07, 0.32, 0.11, -0.27, 0.00, 0.13, -0.02, 0.04, 0.04, 0.31, 0.07, 0.11, -0.17, 0.05, 0.13, 0.11, -0.28, 0.07, 0.13, 0.11, -0.20, 0.05, -0.20, 0.02, 0.10, 0.41, 0.07, 0.02, 0.07, 0.04, 0.09, -0.21, -0.01, 0.01], "multiplicity": 1, "total_charge": 3, "homo_ev": -17.054, "homo_lumo_gap_ev": 6.60, "e_above_lowest_kj_mol": 22.92, "e_tot_ha": -4251.83991}